Entry 1:
Density functional theory data (the ωB97M-V functional and the def2-TZVPD basis) for C24H26F6HgN2O2PS4SbSe4 as an isolated structure.

Atoms and positions in Å:
Hg (0.7723, -0.1479, -0.6846)
C (-1.3011, -1.8813, 2.4930)
C (-0.0752, -1.1698, 2.9448)
N (0.5824, -0.2884, 2.2653)
C (1.6668, 0.1983, 2.9620)
C (1.8361, -0.3366, 4.1984)
S (0.6065, -1.4821, 4.5144)
C (2.5090, 1.2499, 2.3761)
C (3.4566, 1.9545, 3.0507)
S (4.1869, 3.0947, 2.0065)
C (3.1548, 2.5575, 0.7121)
N (2.3451, 1.6151, 1.0619)
C (3.2650, 3.1337, -0.6542)
H (-1.5019, -1.6252, 1.4569)
H (-2.1551, -1.5883, 3.1078)
H (-1.1714, -2.9599, 2.5519)
H (2.6168, -0.1331, 4.9095)
H (3.7430, 1.8654, 4.0839)
H (3.3643, 4.2192, -0.6162)
H (2.3892, 2.8530, -1.2386)
H (4.1297, 2.7213, -1.1827)
O (-2.5138, 0.2335, -0.0213)
S (-3.8724, 0.0444, -0.6038)
C (-4.4767, 1.7420, -0.9839)
C (-3.3393, 2.7591, -1.0053)
C (-3.0572, 3.3186, 0.3872)
C (-1.9941, 4.4092, 0.4091)
S (-0.2837, 3.7258, 0.4194)
O (-0.3950, 2.3129, -0.0008)
C (-0.0877, 3.6420, 2.2032)
C (0.5640, 4.6568, 2.8836)
C (0.7436, 4.5447, 4.2560)
C (0.2815, 3.4202, 4.9256)
C (-0.3503, 2.3981, 4.2270)
C (-0.5313, 2.5025, 2.8570)
C (-3.6803, -0.4890, -2.2991)
C (-4.7401, -1.1286, -2.9231)
C (-4.5908, -1.5498, -4.2352)
C (-3.3876, -1.3402, -4.8984)
C (-2.3325, -0.7100, -4.2554)
C (-2.4776, -0.2802, -2.9454)
H (-5.2100, 1.9808, -0.2097)
H (-4.9932, 1.6789, -1.9410)
H (-3.6140, 3.5745, -1.6827)
H (-2.4290, 2.2987, -1.3940)
H (-2.7563, 2.4913, 1.0329)
H (-3.9802, 3.7439, 0.7979)
H (-2.0790, 5.0378, 1.2959)
H (-2.0572, 5.0429, -0.4782)
H (0.9476, 5.5135, 2.3424)
H (1.2685, 5.3220, 4.7961)
H (0.4410, 3.3263, 5.9923)
H (-0.6720, 1.5017, 4.7416)
H (-0.9472, 1.6865, 2.2780)
H (-5.6588, -1.3213, -2.3814)
H (-5.4017, -2.0687, -4.7301)
H (-3.2678, -1.6909, -5.9155)
H (-1.3808, -0.5593, -4.7478)
H (-1.6500, 0.1904, -2.4341)
Se (4.2334, -0.5398, -0.9419)
Sb (3.3897, -0.0173, -3.3736)
Se (2.4940, -1.9642, -0.2443)
Se (1.0728, 1.1499, -2.8508)
Se (4.8379, 1.8767, -3.9245)
F (-1.7831, -2.8584, -0.3050)
P (-1.2271, -4.3804, -0.1281)
F (0.0050, -3.8061, 0.7665)
F (-2.4820, -4.9384, -0.9964)
F (-0.3475, -4.2282, -1.4591)
F (-0.6878, -5.8918, 0.0852)
F (-2.1277, -4.5269, 1.2323)

- lowest unoccupied orbital energy (eV) = 3.5
- total charge = -2

=====

Entry 2:
Density functional theory data (the ωB97M-V functional and the def2-TZVPD basis) for one molecule with the formula C24H26FN3O4S in a non-equilibrium geometry.

Atoms and positions in Å:
C (-0.7261, -3.3691, 0.7998)
H (-1.6228, -3.6163, 1.3644)
O (-0.1273, -2.3013, 1.4930)
C (1.0756, -1.8340, 1.0600)
C (1.7264, -2.2496, -0.0973)
C (2.9356, -1.6763, -0.4521)
C (3.5259, -0.6970, 0.3347)
C (2.8819, -0.3048, 1.5023)
C (1.6727, -0.8609, 1.8613)
H (1.1641, -0.5588, 2.7627)
H (3.3298, 0.4508, 2.1303)
C (4.7720, 0.0185, -0.1269)
N (5.8124, -0.9222, -0.5363)
C (7.0244, -0.2393, -0.9479)
H (7.7677, -0.9866, -1.2211)
H (7.4419, 0.3925, -0.1487)
H (6.8314, 0.3832, -1.8178)
C (6.1194, -1.8585, 0.5300)
H (5.2181, -2.3940, 0.8199)
H (6.8501, -2.5779, 0.1637)
H (6.5324, -1.3603, 1.4205)
C (4.3815, 0.9347, -1.3236)
N (2.9844, 1.3110, -1.2999)
C (2.5055, 2.1392, -0.3344)
O (3.2130, 2.8303, 0.3662)
C (1.0115, 2.1220, -0.2132)
C (0.4625, 2.2288, 1.0617)
C (-0.9081, 2.1683, 1.2358)
C (-1.7211, 2.0298, 0.1278)
C (-1.1967, 1.9600, -1.1478)
C (0.1765, 1.9954, -1.3194)
H (0.5936, 1.9597, -2.3149)
H (-1.8654, 1.8985, -1.9908)
S (-3.4917, 1.9586, 0.3681)
O (-4.1526, 2.3762, -0.8291)
O (-3.8263, 2.5715, 1.6145)
N (-3.7728, 0.3254, 0.6186)
C (-3.8112, -0.6999, -0.3049)
C (-3.7918, -0.4761, -1.6791)
C (-3.8359, -1.5378, -2.5651)
C (-3.9044, -2.8435, -2.1097)
C (-3.9387, -3.0902, -0.7471)
C (-3.8900, -2.0263, 0.1275)
F (-3.9211, -2.2684, 1.4637)
H (-4.0054, -4.0929, -0.3551)
H (-3.9415, -3.6665, -2.8056)
H (-3.8236, -1.3389, -3.6257)
H (-3.7819, 0.5395, -2.0352)
H (-3.8086, 0.0580, 1.5893)
H (-1.3631, 2.2507, 2.2099)
H (1.1258, 2.3603, 1.9021)
H (2.3436, 0.6304, -1.6779)
H (4.9685, 1.8538, -1.2947)
H (4.5668, 0.4029, -2.2571)
H (5.1257, 0.6625, 0.6990)
H (3.4386, -1.9993, -1.3515)
H (1.2984, -3.0092, -0.7327)
H (-0.0681, -4.2434, 0.7660)
H (-1.0072, -3.0829, -0.2198)

- SMILES = COc1ccc([C@H](CNC(=O)c2ccc(S(=O)(=O)Nc3ccccc3F)cc2)N(C)C)cc1
- lowest unoccupied orbital energy (eV) = 0.1

=====

Entry 3:
Density functional theory data (the ωB97M-V functional and the def2-TZVPD basis) for C24H26IrN7O2 as an isolated structure in a non-equilibrium geometry.

Atoms and positions in Å:
Ir (0.0259, -0.5714, 0.0787)
C (1.8891, 2.1329, -0.0247)
N (0.4400, 1.8634, 0.0596)
C (-0.1271, 2.3913, 1.3056)
C (0.1204, 1.4618, 2.4591)
C (0.2174, 1.9239, 3.7605)
C (0.4209, 1.0102, 4.7865)
C (0.5493, -0.3370, 4.4818)
C (0.4506, -0.7255, 3.1590)
N (0.2170, 0.1578, 2.1790)
C (-0.2487, 2.3554, -1.1381)
C (0.0361, 1.4669, -2.3132)
C (0.0816, 1.9541, -3.6078)
C (0.3152, 1.0773, -4.6578)
C (0.5118, -0.2677, -4.3788)
C (0.4619, -0.6827, -3.0620)
N (0.2116, 0.1653, -2.0552)
C (2.7892, 0.9338, 0.0490)
C (4.1655, 1.1182, 0.0614)
C (5.0000, 0.0146, 0.0960)
C (4.4367, -1.2549, 0.1242)
C (3.0616, -1.3612, 0.1214)
N (2.2605, -0.2870, 0.0798)
H (2.1817, 2.8174, 0.7747)
H (2.1086, 2.6404, -0.9672)
H (-1.2041, 2.5138, 1.1815)
H (0.2746, 3.3823, 1.5373)
H (0.1272, 2.9801, 3.9742)
H (0.4969, 1.3484, 5.8113)
H (0.7336, -1.0760, 5.2480)
H (0.5730, -1.7617, 2.8759)
H (0.0431, 3.3845, -1.3688)
H (-1.3277, 2.3529, -0.9662)
H (-0.0718, 3.0081, -3.7923)
H (0.3538, 1.4391, -5.6763)
H (0.7033, -0.9854, -5.1628)
H (0.6331, -1.7179, -2.8030)
H (4.5767, 2.1183, 0.0417)
H (6.0746, 0.1375, 0.1033)
H (5.0452, -2.1467, 0.1519)
H (2.5884, -2.3301, 0.1657)
N (-5.4544, 1.4889, 0.5921)
C (-4.6204, 0.4810, 0.3558)
C (-3.2023, 0.5790, 0.4748)
N (-2.4139, -0.4258, 0.1445)
C (-2.9554, -1.5757, -0.2740)
C (-4.3426, -1.7022, -0.3222)
N (-5.1204, -0.6932, -0.0286)
H (-5.1562, 2.3918, 0.9143)
H (-6.4427, 1.3318, 0.4613)
H (-2.7655, 1.4908, 0.8604)
H (-2.3274, -2.3885, -0.5761)
H (-4.8047, -2.6375, -0.6133)
C (-0.3747, -5.1105, -1.0540)
O (-0.6600, -3.6600, -1.0177)
C (-0.1656, -2.8868, -0.1619)
O (0.5697, -3.0076, 0.7785)
H (-0.8571, -5.4596, -1.9596)
H (-0.8029, -5.5905, -0.1774)
H (0.6999, -5.2697, -1.0898)

- 2S+1 = 2
- lowest unoccupied orbital energy (alpha / beta) (eV) = -10.6 / -11.3
- expectation value of S² = 0.813
- total charge = +3

=====

The records above give, respectively, energy values of -373428.4332; -51522.7856; -42647.6736 eV.
The records above give, respectively, energy relative to the best compared isomer or geometry (same formula, charge and spin) values of 19.9; 156.8; 120.7 kJ/mol.